No. 1
The following is a quantum chemistry calculation of a cluster of 2 separate species, C2H4ClNO3 in total, from OMol25.

```
11
Properties=species:S:1:pos:R:3:forces:R:3
C -0.744115 1.417861 -0.422287 -0.042 -2.694 1.968
C -0.679320 0.032927 0.203685 -0.308 4.053 1.355
N 0.571310 -0.419092 0.469623 0.579 -0.899 -0.568
O 0.050243 1.740054 -1.256112 0.736 0.468 -0.987
O -1.683761 2.217465 0.049963 -1.029 0.871 0.031
O -1.148299 -1.143766 -1.398800 -0.234 -2.108 -1.408
Cl -1.911810 -0.400743 1.310584 -0.243 -0.257 0.473
H -2.198531 1.799979 0.766056 0.350 0.025 -0.353
H 1.234009 -0.132660 -0.240275 0.141 0.143 0.053
H 0.643004 -1.400877 0.699620 0.046 -0.092 0.001
H -1.375172 -0.524433 -2.098392 0.004 0.491 -0.565
```
Forces are in eV/Å.

Computed properties:
**LUMO energy (spin up / spin down)**: 0.0210 / -0.1033 Eh
**Spin multiplicity**: 3
**Orbital gap (spin up / spin down)**: 7.4 / 7.7 eV
**HOMO level (spin up / spin down)**: -6.8 / -10.5 eV



No. 2
The following is a quantum chemistry calculation of the ion C5H13N2O with charge -1, from OMol25.

```
21
Properties=species:S:1:pos:R:3:forces:R:3
N -1.001323 -1.234833 -2.354403 0.611 -0.415 0.231
C 0.205488 -1.776986 -1.646628 -1.291 0.549 0.108
C 1.046300 -0.812184 -0.722932 0.868 -0.790 -2.045
C 0.547408 0.566419 -0.333176 -1.696 -0.666 0.588
C -0.302380 0.589895 0.954703 0.481 0.369 0.819
N 0.352363 -0.233121 1.994335 -0.453 -0.275 -0.772
C -0.514160 2.110838 1.521081 0.081 -0.234 -0.527
O -0.106984 2.307325 2.772049 0.261 -0.155 0.017
H -1.115332 -0.267177 -2.116928 -0.307 0.313 0.098
H -1.815639 -1.748437 -2.045754 -0.073 0.309 0.056
H 0.821198 -2.161519 -2.460275 0.362 -0.229 0.402
H -0.153469 -2.596942 -1.018872 0.211 -0.172 -0.180
H 1.334746 -1.446868 0.106835 0.109 0.444 0.425
H 1.935228 -0.695589 -1.367667 0.127 0.291 0.564
H 1.339851 1.302750 -0.226500 0.203 -0.051 -0.142
H -0.166687 0.895149 -1.093171 0.429 0.551 -0.303
H -1.307780 0.183609 0.784218 0.203 -0.192 -0.259
H 0.890265 0.441536 2.522740 -0.008 0.382 0.515
H -0.396402 -0.505984 2.613377 0.094 0.003 0.386
H 0.010614 2.758434 0.749989 -0.106 -0.043 0.122
H -1.603299 2.323682 1.366972 -0.107 0.012 -0.104
```
Forces are in eV/Å.

Computed properties:
**Total charge**: -1
**LUMO energy**: 0.1399 Eh
**SMILES string**: NCCC[C@@H](N)C[O-]
**Orbital gap**: 6.4 eV
**HOMO level**: -2.6 eV



No. 3
The following is a quantum chemistry calculation of a structure of composition C3H4N4, from OMol25.

```
11
Properties=species:S:1:pos:R:3:forces:R:3
C 1.692330 -0.831357 0.038989 0.882 3.554 3.243
C 0.088571 0.725666 -0.116938 2.140 1.209 1.636
C 0.174125 -0.640751 -0.046109 6.462 1.578 -1.666
H 2.017346 -0.942507 1.163665 -0.889 0.016 -1.979
H 2.567135 -1.268253 -0.493499 -1.612 0.088 -0.608
H 1.886981 1.399773 0.737835 0.208 -0.498 -0.463
H -2.641071 -0.377290 0.418053 1.320 1.221 -1.349
N 1.668757 0.923616 -0.154637 -2.546 -1.380 0.468
N -1.212663 1.116259 0.099393 3.368 -0.573 -1.638
N -1.722207 -0.128948 -0.061723 -7.197 2.386 2.337
N -0.956822 -1.101366 -0.037563 -2.136 -7.602 0.019
```
Forces are in eV/Å.

Computed properties:
**LUMO energy**: 0.0345 Eh
**Orbital gap**: 10.4 eV
**HOMO level**: -9.4 eV



No. 4
The following is a quantum chemistry calculation of the molecule C23H26N2O7S, from OMol25.

```
59
Properties=species:S:1:pos:R:3:forces:R:3
C 5.814911 0.401251 -0.099295 -0.231 0.325 0.189
C 5.391567 1.808957 0.311493 0.342 -0.126 -0.292
O 4.406343 1.812663 1.327176 -0.275 -0.029 0.194
C 3.102648 1.590862 1.011476 -0.204 -0.031 0.127
C 2.603312 1.362146 -0.266504 0.299 0.077 -0.033
C 1.250647 1.138584 -0.454230 -0.253 0.072 0.172
C 0.367051 1.158187 0.617004 0.764 0.425 0.176
N -1.005153 0.856873 0.471657 -0.286 -0.948 0.385
C -1.737206 1.360794 -0.672218 -0.484 0.295 -0.324
C -2.867405 2.299387 -0.214482 0.334 -0.365 -0.100
O -2.965024 3.437347 -0.624246 0.000 0.382 -0.263
N -3.695593 1.731398 0.672664 -0.266 -0.166 0.371
C -4.858366 2.418760 1.200526 -0.067 -0.113 -0.012
C -6.122307 1.832766 0.663092 0.063 0.576 -0.734
C -6.734004 1.965315 -0.549358 0.352 0.066 0.575
C -7.876629 1.129980 -0.509550 -0.111 -0.327 0.444
C -7.870776 0.551286 0.721063 -0.542 -0.060 -0.726
O -6.813531 0.967419 1.435846 0.279 -0.018 0.455
S -1.373283 -0.693533 1.003038 0.149 -0.149 -0.185
O -2.727666 -0.960199 0.595473 0.101 -0.082 -0.379
O -1.066327 -0.777143 2.396802 0.345 0.014 -0.063
C -0.223338 -1.694179 0.081896 -0.525 0.262 0.314
C -0.532229 -2.154647 -1.174954 -0.183 0.048 0.051
C 0.458724 -2.771125 -1.930150 0.185 -0.030 -0.059
C 1.748728 -2.895868 -1.436404 0.142 0.035 0.129
O 2.787435 -3.453901 -2.102022 -0.081 0.178 0.392
C 2.560195 -3.989226 -3.384849 -0.044 -0.087 -0.223
C 2.052515 -2.414887 -0.135935 -0.109 -0.005 -0.087
O 3.334072 -2.570148 0.268771 -0.138 -0.111 -0.345
C 3.671399 -2.162460 1.576863 0.058 0.070 0.213
C 1.052406 -1.820951 0.611295 0.371 -0.273 0.077
C 0.863201 1.397137 1.895731 0.093 0.092 -0.178
C 2.211333 1.603891 2.088926 0.242 -0.030 -0.083
H 4.977641 -0.163827 -0.501188 -0.056 -0.096 -0.070
H 6.593016 0.462273 -0.855223 0.091 -0.027 -0.096
H 6.205252 -0.131520 0.763931 0.060 -0.070 0.063
H 6.240964 2.332746 0.759354 -0.131 -0.013 -0.133
H 5.051817 2.386102 -0.556630 0.020 0.005 0.110
H 3.252202 1.339617 -1.127300 0.099 -0.009 -0.053
H 0.891169 0.932742 -1.451737 -0.049 -0.054 -0.097
H -1.080014 1.933011 -1.328456 -0.090 -0.085 0.135
H -2.181446 0.529798 -1.228486 0.041 0.140 -0.117
H -3.585750 0.744413 0.876296 -0.061 0.163 -0.070
H -4.860872 2.341615 2.291468 -0.019 0.129 -0.084
H -4.766006 3.465065 0.896711 -0.066 -0.160 0.138
H -6.408722 2.584268 -1.359928 0.137 0.171 -0.145
H -8.597916 0.985470 -1.287476 -0.194 -0.083 -0.107
H -8.538509 -0.143363 1.190692 -0.022 -0.086 0.151
H -1.535700 -2.050282 -1.553822 -0.123 -0.013 -0.106
H 0.211555 -3.143241 -2.910892 0.020 -0.059 -0.094
H 2.236137 -3.218642 -4.091437 -0.002 -0.023 0.037
H 3.519348 -4.391526 -3.706047 -0.095 0.017 -0.020
H 1.820123 -4.794890 -3.358847 0.016 0.039 0.006
H 4.724699 -2.411260 1.693595 -0.072 0.046 0.050
H 3.084490 -2.701367 2.326032 -0.003 0.002 -0.020
H 3.529404 -1.086118 1.712620 -0.005 -0.018 -0.014
H 1.221419 -1.447447 1.606310 0.207 0.035 0.128
H 0.180221 1.393048 2.728689 -0.060 0.046 0.101
H 2.607828 1.786578 3.075173 0.040 0.035 0.126
```
Forces are in eV/Å.

Computed properties:
**LUMO energy**: 0.0192 Eh
**SMILES string**: CCOc1ccc(N(CC(=O)NCc2ccco2)S(=O)(=O)c2ccc(OC)c(OC)c2)cc1
**Orbital gap**: 8.9 eV
**HOMO level**: -8.4 eV



No. 5
The following is a quantum chemistry calculation of a cluster of 6 separate species, H11O6 in total, from OMol25.

```
17
Properties=species:S:1:pos:R:3:forces:R:3
O 0.034703 0.316253 1.243285 -1.068 -2.594 -0.342
H 0.299536 1.150647 0.860748 0.196 -0.291 -0.570
O 0.745125 2.974227 -0.143741 -0.537 -0.646 0.089
H 0.024228 2.326176 -0.171766 -0.195 0.570 -0.067
H 1.048265 2.886778 -1.046484 0.502 0.264 -0.412
O -2.450044 2.850923 2.050775 1.688 -1.462 -0.992
H -2.079732 2.355776 1.267984 -1.108 0.886 0.659
H -1.757639 2.527420 2.658530 -0.605 0.500 0.371
O 1.574437 -4.356963 -0.764698 0.474 0.344 0.213
H 2.365194 -4.259346 -0.203641 -0.499 -0.067 -0.333
H 1.174581 -3.457972 -0.834118 0.142 -0.831 0.083
O 0.665168 -1.958851 -0.677893 -2.369 -1.731 -1.356
H -0.116257 -1.034369 -1.296816 -1.760 1.432 -1.299
H 1.278162 -1.419559 -0.265875 2.532 2.100 1.842
O -0.749505 -0.167821 -1.494806 0.781 -0.811 0.353
H -1.664148 -0.369460 -1.773010 0.781 -0.509 0.293
H -0.392072 -0.363860 0.591526 1.043 2.847 1.468
```
Forces are in eV/Å.

Computed properties:
**LUMO energy (spin up / spin down)**: 0.0035 / -0.1807 Eh
**Spin multiplicity**: 2
**Orbital gap (spin up / spin down)**: 11.5 / 6.5 eV
**HOMO level (spin up / spin down)**: -11.4 / -11.4 eV



No. 6
The following is a quantum chemistry calculation of the molecule C3H3NS, from OMol25.

```
8
Properties=species:S:1:pos:R:3:forces:R:3
C 0.345440 0.535461 2.413477 -0.043 0.831 0.508
C 0.101862 0.366599 1.255047 -0.248 -1.786 -0.935
C 0.018476 -0.285855 -0.043767 -2.320 6.138 -2.093
N 0.811391 -1.250203 -0.269232 1.849 -2.449 1.903
S -0.668887 0.479427 -1.416842 -0.070 -0.503 1.695
H 0.525525 0.904214 3.392173 0.004 -0.094 0.181
H 0.721583 -1.713153 -1.105934 -0.118 -1.070 -2.358
H 0.980671 -1.807695 0.519310 0.946 -1.067 1.099
```
Forces are in eV/Å.

Computed properties:
**LUMO energy**: -0.0082 Eh
**SMILES string**: C#CC(N)=S
**Orbital gap**: 8.3 eV
**HOMO level**: -8.5 eV



How do the records compare in E? In the order shown, they have -819.13110, -383.02135, -335.54483, -1926.37242, -457.88068, -568.96179 a.u..
How do the records compare in energy above the lowest of the compared OMol25 structures with the same formula, charge and spin? In the order shown, they have 7.7, 26.7, 143.4, 59.1, 31.3, 35.0 kcal per mole.